1.
The following is a DFT calculation (ωB97M-V/def2-TZVPD) of one molecule with the formula C5H7NO at a distorted geometry.

XYZ file:
```
14
C5H7NO (ωB97M-V/def2-TZVPD)
C 1.09 1.56 0.51
C 0.55 0.25 -0.04
C -0.23 -0.62 0.93
C -0.86 -1.57 0.23
N -0.63 -1.39 -1.16
C -0.53 0.11 -1.12
O -1.27 0.90 -1.63
H 1.81 1.31 1.29
H 0.31 2.18 0.96
H 1.63 2.14 -0.25
H 1.39 -0.34 -0.46
H -0.43 -0.32 1.95
H -1.57 -2.31 0.57
H -1.25 -1.89 -1.78
```

Values from the calculation:
**Structure (SMILES)**: C[C@H]1C=CNC1=O
**Lowest unoccupied orbital energy**: 1.053 eV
**2S+1**: 1
**Kohn-Sham gap**: 9.671 eV
**Largest force on an atom**: 0.021 hartree/bohr
**Energy above the lowest of the compared OMol25 structures with the same formula, charge and spin**: 30.58 kcal/mol

natural (NBO) charges in e: atom 1 (C): -0.60, atom 2 (C): -0.36, atom 3 (C): -0.28, atom 4 (C): 0.00, atom 5 (N): -0.70, atom 6 (C): 0.75, atom 7 (O): -0.52, atom 8 (H): 0.22, atom 9 (H): 0.22, atom 10 (H): 0.22, atom 11 (H): 0.23, atom 12 (H): 0.23, atom 13 (H): 0.21, atom 14 (H): 0.40

***

2.
The following is a DFT calculation (ωB97M-V/def2-TZVPD) of C51H54BN11OPS2Sr as an isolated structure at a distorted geometry.

XYZ file:
```
122
C51H54BN11OPS2Sr (ωB97M-V/def2-TZVPD)
Sr 0.30 -0.16 0.56
C 1.49 0.14 -3.95
N 2.25 -0.21 -2.75
C 2.69 -1.59 -2.78
C 3.04 -2.11 -1.40
N 1.91 -2.59 -0.57
C 2.42 -3.03 0.73
C 1.18 -3.62 -1.25
C 1.65 -4.93 -1.29
C 0.97 -5.91 -2.00
C -0.20 -5.60 -2.70
C -0.67 -4.31 -2.68
C -0.02 -3.30 -1.94
S -0.75 -1.76 -1.84
C 3.28 0.78 -2.52
C 4.53 0.64 -3.11
C 5.51 1.61 -2.97
C 5.23 2.75 -2.23
C 3.99 2.89 -1.64
C 2.99 1.92 -1.75
S 1.50 2.18 -0.84
H 2.08 -0.04 -4.86
H 1.23 1.19 -3.91
H 0.57 -0.44 -4.00
H 3.55 -1.76 -3.44
H 1.88 -2.17 -3.22
H 3.51 -1.30 -0.84
H 3.78 -2.92 -1.50
H 3.29 -3.69 0.65
H 1.63 -3.53 1.29
H 2.72 -2.15 1.31
H 2.56 -5.18 -0.77
H 1.36 -6.92 -2.02
H -0.72 -6.36 -3.26
H -1.57 -4.04 -3.21
H 4.75 -0.23 -3.71
H 6.48 1.48 -3.44
H 5.98 3.52 -2.11
H 3.77 3.77 -1.04
C -1.58 -3.67 1.16
C -1.39 -2.74 2.31
C -1.99 -2.84 3.57
C -1.47 -1.79 4.29
N -0.63 -1.10 3.50
N -0.58 -1.69 2.27
B 0.21 0.14 4.00
N 1.71 0.09 3.62
C 2.72 0.43 4.43
C 3.86 0.58 3.68
C 3.45 0.33 2.36
C 4.30 0.36 1.14
N 2.15 0.05 2.32
N -0.36 1.47 3.43
C -0.49 2.67 4.04
C -0.89 3.59 3.11
C -0.97 2.88 1.91
C -1.33 3.42 0.56
N -0.63 1.61 2.10
N 0.05 0.11 5.52
C -0.91 0.66 6.31
C -0.82 0.09 7.55
C 0.24 -0.84 7.44
C 0.78 -1.77 8.48
N 0.74 -0.82 6.22
H -2.39 -4.36 1.36
H -0.68 -4.25 0.96
H -1.84 -3.12 0.25
H -2.69 -3.59 3.91
H -1.66 -1.50 5.31
H 2.57 0.52 5.49
H 4.84 0.84 4.02
H 5.22 0.91 1.35
H 3.79 0.85 0.31
H 4.60 -0.65 0.84
H -0.25 2.79 5.08
H -1.10 4.64 3.27
H -2.13 4.16 0.66
H -1.68 2.63 -0.10
H -0.47 3.89 0.10
H -1.62 1.38 5.93
H -1.43 0.30 8.42
H 0.87 -1.27 9.44
H 1.76 -2.13 8.18
H 0.12 -2.63 8.61
O -1.20 2.67 -2.97
N -2.30 2.13 -2.39
C -3.20 1.85 -3.23
C -4.51 1.33 -2.82
C -5.56 1.57 -3.71
C -6.86 1.21 -3.41
C -7.13 0.59 -2.19
C -6.09 0.32 -1.32
C -4.77 0.66 -1.62
P -3.46 0.11 -0.42
C -4.17 -1.57 -0.10
C -4.11 -2.45 -1.19
C -4.61 -3.73 -1.11
C -5.18 -4.18 0.07
C -5.26 -3.32 1.16
C -4.76 -2.03 1.07
C -3.95 1.03 1.08
C -4.71 2.20 1.05
C -4.99 2.89 2.22
C -4.53 2.42 3.44
C -3.76 1.26 3.48
C -3.46 0.59 2.31
H -0.53 2.73 -2.24
H -3.04 2.06 -4.29
H -5.35 2.07 -4.65
H -7.66 1.42 -4.11
H -8.14 0.31 -1.93
H -6.31 -0.19 -0.39
H -3.66 -2.10 -2.12
H -4.56 -4.39 -1.97
H -5.58 -5.19 0.14
H -5.71 -3.66 2.08
H -4.85 -1.38 1.93
H -5.08 2.58 0.10
H -5.58 3.80 2.18
H -4.76 2.95 4.35
H -3.39 0.89 4.42
H -2.84 -0.30 2.35
```

Values from the calculation:
**Lowest unoccupied orbital energy (alpha / beta)**: 0.398 / -2.661 eV
**2S+1**: 2
**<S²>**: 0.7719
**Kohn-Sham gap (alpha / beta)**: 7.186 / 4.126 eV
**Largest force on an atom**: 0.035 hartree/bohr
**Energy above the lowest of the compared OMol25 structures with the same formula, charge and spin**: 0.00 kcal/mol

Löwdin atomic charge list, values in e, 99 entries: atom 1 (Sr): 1.07, atom 2 (C): -0.07, atom 3 (N): -0.17, atom 4 (C): -0.19, atom 5 (C): -0.13, atom 6 (N): -0.17, atom 7 (C): -0.07, atom 8 (C): -0.29, atom 9 (C): -0.01, atom 10 (C): -0.05, atom 11 (C): -0.07, atom 12 (C): -0.09, atom 13 (C): -0.60, atom 14 (S): 0.77, atom 15 (C): -0.29, atom 16 (C): -0.04, atom 17 (C): -0.10, atom 18 (C): -0.10, atom 19 (C): -0.14, atom 20 (C): -0.64, atom 21 (S): 0.52, atom 22 (H): 0.10, atom 23 (H): 0.08, atom 24 (H): 0.05, atom 25 (H): 0.11, atom 26 (H): 0.11, atom 27 (H): 0.10, atom 28 (H): 0.13, atom 29 (H): 0.09, atom 30 (H): 0.09, atom 31 (H): 0.06, atom 32 (H): 0.12, atom 33 (H): 0.11, atom 34 (H): 0.11, atom 35 (H): 0.10, atom 36 (H): 0.10, atom 37 (H): 0.10, atom 38 (H): 0.10, atom 39 (H): 0.09, atom 40 (C): -0.02, atom 41 (C): -0.35, atom 42 (C): -0.01, atom 43 (C): -0.06, atom 44 (N): 0.02, atom 45 (N): -0.04, atom 46 (B): -0.64, atom 47 (N): 0.01, atom 48 (C): -0.06, atom 49 (C): -0.01, atom 50 (C): -0.35, atom 51 (C): -0.02, atom 52 (N): -0.01, atom 53 (N): 0.01, atom 54 (C): -0.07, atom 55 (C): -0.01, atom 56 (C): -0.35, atom 57 (C): -0.06, atom 58 (N): -0.01, atom 59 (N): -0.03, atom 60 (C): -0.11, atom 61 (C): -0.02, atom 62 (C): -0.35, atom 63 (C): -0.04, atom 64 (N): 0.12, atom 65 (H): 0.08, atom 66 (H): 0.08, atom 67 (H): 0.03, atom 68 (H): 0.11, atom 69 (H): 0.12, atom 70 (H): 0.11, atom 71 (H): 0.10, atom 72 (H): 0.09, atom 73 (H): 0.04, atom 74 (H): 0.07, atom 75 (H): 0.12, atom 76 (H): 0.11, atom 77 (H): 0.09, atom 78 (H): 0.03, atom 79 (H): 0.04, atom 80 (H): 0.10, atom 81 (H): 0.10, atom 82 (H): 0.07, atom 83 (H): 0.07, atom 84 (H): 0.07, atom 85 (O): -0.07, atom 86 (N): -0.02, atom 87 (C): -0.12, atom 88 (C): -0.20, atom 89 (C): -0.04, atom 90 (C): -0.08, atom 91 (C): -0.07, atom 92 (C): -0.09, atom 93 (C): -0.30, atom 94 (P): 1.10, atom 95 (C): -0.38, atom 96 (C): -0.14, atom 97 (C): -0.08, atom 98 (C): -0.09, atom 99 (C): -0.08

***

3.
The following is a DFT calculation (ωB97M-V/def2-TZVPD) of C11H18F8O14S3Si as an isolated structure at a distorted geometry.

XYZ file:
```
55
C11H18F8O14S3Si (ωB97M-V/def2-TZVPD)
O 1.60 -3.99 2.28
Si 0.91 -2.70 1.27
O 2.09 -1.38 1.39
C -0.66 -2.09 2.20
C -2.06 -2.27 1.40
F -2.48 -1.01 0.72
C 0.61 -3.32 -0.52
F -0.12 -2.34 -1.38
F -0.27 -4.51 -0.49
C 1.99 -3.85 -1.26
F 1.52 -4.81 -2.28
F 2.85 -4.61 -0.36
C 2.79 -2.69 -2.07
F 4.22 -3.00 -1.92
F 2.54 -2.72 -3.52
F 2.60 -1.34 -1.56
H 2.37 -3.57 2.76
H 1.76 -0.61 0.82
H -0.71 -2.65 3.22
H -0.53 -0.95 2.44
H -2.89 -2.45 2.21
H -2.11 -3.18 0.69
C 2.22 2.14 -4.03
C 1.56 1.36 -2.91
O 1.02 2.34 -2.03
S 0.57 3.64 -2.91
O -0.84 3.54 -3.16
O 1.19 4.81 -2.34
O 1.36 3.26 -4.28
H 3.20 2.53 -3.72
H 2.34 1.55 -4.94
H 2.27 0.71 -2.38
H 0.73 0.75 -3.29
C 1.05 0.71 5.87
C 2.37 1.37 5.48
O 3.20 0.30 5.02
S 2.26 -0.84 4.32
O 2.29 -0.62 2.89
O 2.55 -2.11 4.92
O 0.83 -0.31 4.89
H 1.12 0.22 6.85
H 0.22 1.42 5.87
H 2.83 1.88 6.32
H 2.23 2.07 4.65
C -4.39 3.37 -3.28
C -4.42 3.47 -1.76
O -5.43 2.56 -1.34
S -5.48 1.31 -2.38
O -4.71 0.23 -1.81
O -6.83 1.15 -2.84
O -4.60 1.98 -3.57
H -5.21 3.94 -3.72
H -3.44 3.71 -3.69
H -4.64 4.48 -1.41
H -3.47 3.14 -1.32
```

Values from the calculation:
**Lowest unoccupied orbital energy**: 0.088 eV
**2S+1**: 1
**Kohn-Sham gap**: 9.333 eV
**Largest force on an atom**: 0.260 hartree/bohr

natural (NBO) charges in e: atom 1 (O): -1.06, atom 2 (Si): 1.96, atom 3 (O): -1.00, atom 4 (C): -0.98, atom 5 (C): 0.04, atom 6 (F): -0.39, atom 7 (C): 0.26, atom 8 (F): -0.34, atom 9 (F): -0.35, atom 10 (C): 0.58, atom 11 (F): -0.32, atom 12 (F): -0.29, atom 13 (C): 0.93, atom 14 (F): -0.32, atom 15 (F): -0.31, atom 16 (F): -0.32, atom 17 (H): 0.51, atom 18 (H): 0.50, atom 19 (H): 0.28, atom 20 (H): 0.28, atom 21 (H): 0.18, atom 22 (H): 0.20, atom 23 (C): -0.10, atom 24 (C): -0.11, atom 25 (O): -0.68, atom 26 (S): 2.51, atom 27 (O): -0.90, atom 28 (O): -0.88, atom 29 (O): -0.67, atom 30 (H): 0.19, atom 31 (H): 0.22, atom 32 (H): 0.22, atom 33 (H): 0.20, atom 34 (C): -0.10, atom 35 (C): -0.10, atom 36 (O): -0.68, atom 37 (S): 2.49, atom 38 (O): -0.87, atom 39 (O): -0.89, atom 40 (O): -0.69, atom 41 (H): 0.19, atom 42 (H): 0.21, atom 43 (H): 0.22, atom 44 (H): 0.19, atom 45 (C): -0.10, atom 46 (C): -0.10, atom 47 (O): -0.68, atom 48 (S): 2.50, atom 49 (O): -0.88, atom 50 (O): -0.88, atom 51 (O): -0.68, atom 52 (H): 0.19, atom 53 (H): 0.23, atom 54 (H): 0.21, atom 55 (H): 0.20

***

4.
The following is a DFT calculation (ωB97M-V/def2-TZVPD) of C5H9NO as an isolated structure at a distorted geometry.

XYZ file:
```
16
C5H9NO (ωB97M-V/def2-TZVPD)
C -1.45 0.03 -2.01
C 0.88 -0.35 -0.93
C 1.63 -0.02 0.33
N 0.38 -0.35 1.08
C -0.09 0.30 2.29
C -0.23 -0.45 -0.16
O -1.49 -0.51 -0.57
H -1.33 1.12 -1.97
H -2.42 -0.30 -2.33
H -0.69 -0.33 -2.75
H 1.14 -1.02 -1.73
H 2.50 -0.63 0.56
H 1.86 1.06 0.42
H -1.16 0.10 2.39
H 0.42 -0.13 3.16
H 0.08 1.38 2.29
```

Values from the calculation:
**Lowest unoccupied orbital energy**: 1.052 eV
**2S+1**: 1
**Kohn-Sham gap**: 8.622 eV
**Largest force on an atom**: 0.033 hartree/bohr
**Energy above the lowest of the compared OMol25 structures with the same formula, charge and spin**: 92.97 kcal/mol

natural (NBO) charges in e: atom 1 (C): -0.25, atom 2 (C): -0.51, atom 3 (C): -0.21, atom 4 (N): -0.41, atom 5 (C): -0.41, atom 6 (C): 0.51, atom 7 (O): -0.50, atom 8 (H): 0.20, atom 9 (H): 0.19, atom 10 (H): 0.21, atom 11 (H): 0.21, atom 12 (H): 0.19, atom 13 (H): 0.19, atom 14 (H): 0.21, atom 15 (H): 0.20, atom 16 (H): 0.18